# C3H8OSi

The molecule C3H8OSi at a distorted geometry (wB97M-V/def2-TZVPD, OMol25).

XYZ file:
```
13
Properties=species:S:1:pos:R:3:forces:R:3:lowdin_charge:R:1
C 0.42654 -1.01713 -0.25914 0.9 -6.2 4.5 -0.29
C 1.36700 -1.31877 0.98661 -0.2 2.9 1.0 -0.08
C -0.86809 2.01943 -0.25777 -0.9 -0.7 0.6 -0.25
O -1.01446 -1.21566 -0.00287 2.5 1.1 -0.5 -0.21
Si -0.86933 0.20453 -0.94666 -2.2 3.6 -0.7 0.52
H 0.68421 -1.85945 -0.96193 0.2 1.7 -0.7 0.13
H 1.62975 -2.35082 1.12104 0.2 -0.7 -0.7 0.05
H 2.30680 -0.69498 0.87910 -0.8 -0.9 -0.1 0.08
H 0.99087 -1.04912 2.04715 -0.1 0.0 -2.0 0.10
H -0.70101 2.75821 -1.06720 0.6 -0.3 0.8 0.02
H -1.93983 2.11629 -0.08926 -0.5 -0.1 -0.2 -0.02
H -0.59005 2.26089 0.80822 0.8 -0.2 -1.4 0.04
H -1.42239 0.14657 -2.25728 -0.4 -0.4 -0.6 -0.09
```
Positions in Å, forces in eV/Å.

Calculated values
spin multiplicity	3
Kohn-Sham gap (alpha / beta)	5.2 / 7.8	eV
relative energy (zero: lowest compared OMol25 entry of this formula, charge and spin)	41.6	kcal/mol